{"formula": "C3H3N5", "method": "wB97M-V/def2-TZVPD", "symbols": ["H", "N", "C", "C", "N", "N", "N", "C", "N", "H", "H"], "positions_angstrom": [[2.168, -1.111, 0.908], [2.055, -0.023, 0.778], [1.144, -0.030, -0.129], [0.567, 1.198, -0.585], [-0.619, 1.491, -0.174], [-1.493, 0.708, 0.557], [-1.543, -0.585, 0.447], [-0.769, -1.369, -0.423], [0.550, -1.220, -0.493], [0.862, 2.016, -1.355], [-1.329, -2.299, -0.545]], "forces_ev_per_angstrom": [[0.3, 2.4, 0.4], [-0.3, -2.7, -1.1], [1.8, -0.8, 2.5], [-2.6, 2.8, -1.6], [-0.9, -0.4, -0.9], [1.6, -2.2, 0.7], [-1.0, 3.2, -0.8], [3.2, 0.9, 2.2], [-3.4, -1.2, -2.0], [0.6, -1.9, 1.5], [0.8, -0.1, -0.9]], "smiles": "[H]/N=c1/cnnncn1", "gap_ha": 0.310, "charge": 0, "multiplicity": 1, "molar_mass_g_mol": 109.092, "largest_force_ev_per_a": 4.2}

{"formula": "C3H3NO", "method": "wB97M-V/def2-TZVPD", "symbols": ["C", "C", "N", "C", "O", "H", "H", "H"], "positions_angstrom": [[-0.615, 0.570, -0.741], [-0.693, -0.650, -0.182], [0.482, -1.084, 0.436], [1.241, -0.132, 0.705], [1.930, 0.619, 1.270], [-1.455, 1.268, -0.562], [0.648, 0.748, -0.757], [-1.538, -1.340, -0.169]], "forces_ev_per_angstrom": [[2.1, 0.2, 1.0], [0.1, 0.2, -0.3], [0.9, -0.5, -0.2], [0.2, -1.0, 2.0], [-0.1, -0.4, -0.8], [0.8, -0.1, -1.3], [-4.0, 1.2, -0.7], [0.1, 0.4, 0.3]], "smiles": "C=CN=C=O", "gap_ha": 0.366, "charge": 0, "multiplicity": 1, "molar_mass_g_mol": 69.063, "largest_force_ev_per_a": 4.2}

{"formula": "C3H3NO", "method": "wB97M-V/def2-TZVPD", "symbols": ["N", "C", "C", "C", "O", "H", "H", "H"], "positions_angstrom": [[0.361, -0.936, 2.513], [0.214, -0.653, 1.402], [-0.336, -0.274, 0.114], [0.232, 0.643, -0.877], [0.199, -0.760, -1.092], [-1.419, -0.322, 0.181], [-0.477, 1.234, -1.458], [1.227, 1.068, -0.782]], "forces_ev_per_angstrom": [[0.2, 0.2, -1.0], [0.0, -0.1, 1.0], [-0.4, 0.1, 0.1], [0.1, 0.3, -0.1], [0.1, -0.2, -0.2], [-0.1, 0.0, -0.1], [0.2, -0.2, 0.0], [-0.1, -0.1, 0.2]], "smiles": "N#C[C@H]1CO1", "gap_ha": 0.444, "charge": 0, "multiplicity": 1, "molar_mass_g_mol": 69.063, "largest_force_ev_per_a": 1.1}

{"formula": "C3H3NO", "method": "wB97M-V/def2-TZVPD", "symbols": ["O", "C", "C", "N", "C", "H", "H", "H"], "positions_angstrom": [[0.403, 0.989, -0.017], [-0.841, 0.415, 0.168], [-0.765, -0.991, 0.310], [0.636, -1.235, 0.080], [1.207, -0.093, -0.031], [-1.640, 1.109, 0.404], [-1.267, -0.301, -0.764], [2.267, 0.108, -0.151]], "forces_ev_per_angstrom": [[0.1, 0.1, 0.0], [-0.2, 0.0, 0.2], [0.0, 0.2, 0.0], [0.1, 0.1, 0.0], [0.1, -0.2, -0.1], [0.1, -0.1, -0.1], [0.0, 0.0, -0.1], [-0.2, 0.0, 0.0]], "gap_ha": 0.362, "charge": 0, "multiplicity": 1, "molar_mass_g_mol": 69.063, "largest_force_ev_per_a": 0.3}

{"formula": "C3H3NO", "method": "wB97M-V/def2-TZVPD", "symbols": ["N", "C", "C", "C", "O", "H", "H", "H"], "positions_angstrom": [[2.318, 0.632, -0.224], [1.384, -0.042, -0.119], [0.049, -0.620, 0.028], [-0.934, 0.555, 0.036], [-2.100, 0.428, -0.219], [-0.214, -1.312, -0.778], [-0.041, -1.166, 0.976], [-0.461, 1.524, 0.302]], "forces_ev_per_angstrom": [[-0.8, -0.9, 0.1], [0.8, 0.7, -0.1], [0.0, 0.0, 0.0], [-0.5, -0.1, 0.0], [0.5, 0.1, 0.1], [0.1, 0.1, 0.1], [0.1, 0.1, -0.1], [-0.3, -0.1, 0.0]], "smiles": "N#CCC=O", "gap_ha": 0.416, "charge": 0, "multiplicity": 1, "molar_mass_g_mol": 69.063, "largest_force_ev_per_a": 1.2}

{"formula": "C3H3NO", "method": "wB97M-V/def2-TZVPD", "symbols": ["C", "C", "O", "C", "N", "H", "H", "H"], "positions_angstrom": [[-0.007, 0.824, -0.548], [0.540, -0.401, 0.128], [1.675, -0.797, 0.045], [-0.446, -1.161, 0.941], [-1.226, -1.738, 1.573], [0.822, 1.428, -0.922], [-0.642, 0.516, -1.387], [-0.630, 1.404, 0.140]], "forces_ev_per_angstrom": [[0.1, 0.1, 0.0], [0.4, 0.0, -0.1], [-0.5, 0.2, 0.1], [-0.7, -0.6, 0.6], [0.8, 0.6, -0.6], [-0.1, -0.1, 0.0], [0.1, 0.0, 0.1], [0.1, -0.1, -0.1]], "smiles": "CC(=O)C#N", "gap_ha": 0.403, "charge": 0, "multiplicity": 1, "molar_mass_g_mol": 69.063, "largest_force_ev_per_a": 1.1}

{"formula": "C3H3NO", "method": "wB97M-V/def2-TZVPD", "symbols": ["C", "C", "N", "C", "O", "H", "H", "H"], "positions_angstrom": [[-0.627, 0.601, -0.696], [-0.670, -0.618, -0.165], [0.529, -1.121, 0.411], [1.305, -0.259, 0.811], [2.039, 0.532, 1.257], [-1.513, 1.215, -0.823], [0.408, 0.972, -0.803], [-1.532, -1.277, -0.108]], "forces_ev_per_angstrom": [[0.1, -0.1, 0.3], [-0.1, 0.3, -0.1], [0.5, 0.0, 0.1], [0.4, -0.1, 0.5], [-0.4, -0.8, -0.4], [0.2, -0.2, -0.7], [-1.0, 0.6, -0.1], [0.2, 0.2, 0.2]], "smiles": "C=CN=C=O", "gap_ha": 0.383, "charge": 0, "multiplicity": 1, "molar_mass_g_mol": 69.063, "largest_force_ev_per_a": 1.2}

{"formula": "C3H3NO", "method": "wB97M-V/def2-TZVPD", "symbols": ["C", "C", "O", "C", "N", "H", "H", "H"], "positions_angstrom": [[-0.991, -0.230, 0.091], [0.555, -0.367, 0.053], [1.177, -1.361, 0.291], [1.297, 0.896, -0.270], [2.111, 1.770, -0.324], [-1.422, -1.247, -0.316], [-1.389, -0.072, 1.229], [-1.338, 0.611, -0.754]], "forces_ev_per_angstrom": [[-1.3, -0.2, -1.0], [-1.3, 0.4, 0.2], [-0.2, 0.2, -0.1], [3.9, 3.1, 0.2], [-3.7, -3.5, 0.0], [0.8, 1.9, 1.1], [1.0, -0.1, -3.0], [0.8, -2.0, 2.8]], "smiles": "CC(=O)C#N", "gap_ha": 0.395, "charge": 0, "multiplicity": 1, "molar_mass_g_mol": 69.063, "largest_force_ev_per_a": 5.1}

Here are the calculated ΔE to the lowest compared entry with this formula, charge and spin numbers, same order: 367.1 199.9 134.8 318.4 29.7 21.1 57.7 113.9 (kJ/mol).
Here are the calculated E numbers, same order: -389.7289 -246.0154 -246.0402 -245.9703 -246.0802 -246.0835 -246.0696 -246.0482 (a.u.).